DFT (ωB97M-V/def2-TZVPD) results for C20H43GdOP3Se as an isolated structure in a non-equilibrium geometry.

The geometry in XYZ format:
```
69
Properties=species:S:1:pos:R:3:forces:R:3:mulliken_spin:R:1
Gd 0.8501 -0.3121 0.1269 -1.2385 1.1673 0.3961 6.403
P 2.6640 1.4750 1.0523 1.5928 1.5918 0.8501 0.165
P 1.1772 0.3284 -2.6504 0.4129 0.3087 -1.7686 0.101
P -0.0389 -1.3345 2.6396 -0.5017 -0.5757 1.6219 0.090
H -1.0767 -3.4806 -2.4943 -0.4962 0.0084 0.0425 0.000
C -1.6989 -3.3957 -1.6001 -0.1133 0.8845 0.6035 -0.001
C -2.4012 -2.2901 -1.2736 0.8771 -0.4694 0.0417 0.000
H -2.4702 -1.3955 -1.8954 0.1247 -0.3749 -0.0817 0.000
C 4.3940 0.9074 1.2299 -0.3420 -0.4718 -0.2204 0.007
C 2.8178 2.9982 0.0545 -0.3154 -0.0260 -0.3998 0.005
C 2.2475 2.1206 2.7107 -0.4358 -0.1970 0.1757 0.004
C 0.2046 -0.5156 -3.9557 -0.3372 -0.4451 0.2444 0.001
C 0.9315 2.0741 -3.1373 -0.0531 0.2790 0.3287 0.005
C 2.8915 0.0099 -3.2421 0.0540 -0.1145 0.4003 0.003
C -1.3562 -2.6031 2.7130 -0.1303 -0.2218 -0.5836 0.004
C -0.7214 -0.0998 3.8082 0.1070 0.3684 -0.0912 0.002
C 1.2918 -2.1262 3.6252 0.2607 0.1180 -0.3619 0.007
H -1.7023 -4.2525 -0.9207 0.0097 0.1989 -0.2704 0.000
H -2.9098 -2.2247 -0.3121 -0.1675 -0.1936 -0.2770 0.000
H 5.0136 1.7494 1.5426 -0.0185 -0.0443 0.0006 0.004
H 4.7515 0.5118 0.2737 0.0624 0.1413 0.1238 -0.001
H 4.4472 0.1041 1.9707 0.0490 0.1389 -0.0287 -0.001
H 3.6223 3.6333 0.4575 -0.2714 -0.2323 -0.0934 0.003
H 1.8653 3.5530 0.0802 0.3711 -0.1064 -0.0087 0.000
H 3.0411 2.7466 -0.9951 0.0530 0.1597 0.4005 0.000
H 3.0339 2.8083 3.0600 -0.2329 -0.2386 -0.1541 0.002
H 2.1400 1.2908 3.4288 0.1551 0.3447 -0.1993 0.000
H 1.2864 2.6600 2.6660 0.3717 -0.1200 0.0626 0.000
H 0.8480 -0.7490 -4.8160 -0.2262 0.0810 0.2814 0.000
H -0.6149 0.1357 -4.2859 0.1779 -0.2202 0.1030 0.000
H -0.2233 -1.4455 -3.5554 0.0756 0.1832 -0.3175 0.001
H 1.4465 2.2794 -4.0873 -0.1857 -0.0718 0.2636 0.001
H 1.3185 2.7471 -2.3621 -0.0857 -0.0225 -0.3199 -0.001
H -0.1424 2.2663 -3.2604 0.2768 0.0151 0.0132 0.000
H 2.9054 0.1199 -4.3345 0.0869 0.0303 0.3066 0.002
H 3.1948 -1.0076 -2.9576 -0.0446 0.3392 -0.2924 0.000
H 3.5944 0.7201 -2.7867 -0.0919 -0.1454 -0.1508 0.000
H -1.1644 -3.2981 3.5423 -0.0814 0.2297 -0.2524 0.001
H -1.3804 -3.1595 1.7658 -0.0989 -0.0396 0.3486 0.000
H -2.3322 -2.1236 2.8604 0.2371 -0.1189 -0.0738 0.000
H -0.8742 -0.5604 4.7949 0.0328 0.0988 -0.2812 0.002
H -1.6864 0.2640 3.4318 0.1948 -0.1262 0.1424 -0.001
H -0.0455 0.7586 3.9155 -0.1937 -0.1990 0.0866 -0.001
H 0.8354 -2.7039 4.4393 0.2038 0.2008 -0.1467 0.003
H 1.9710 -1.3670 4.0355 -0.1399 -0.2149 -0.0341 0.001
H 1.8722 -2.7951 2.9748 -0.1242 0.0536 0.2836 -0.001
C 2.8570 -4.1881 -0.5191 0.4028 -0.8770 0.0487 -0.005
C 1.9380 -4.9723 -1.2270 0.0560 0.6400 -0.2602 0.001
C 2.2822 -6.2735 -1.6026 0.2796 0.2890 0.3986 0.000
C 3.5169 -6.8116 -1.2220 -0.0124 0.2576 0.1417 0.002
C 4.3693 -6.0749 -0.3928 -0.4278 0.2375 -0.1078 -0.001
C 4.0360 -4.7582 -0.0302 0.1089 0.3380 -0.1767 0.002
Se 2.6483 -2.2059 -0.3805 -1.3390 -2.5554 -0.4655 0.050
H 1.0298 -2.2389 -0.6290 2.2254 -1.2491 -0.2196 0.028
H 0.9824 -4.5442 -1.5146 0.0980 -0.1463 -0.1616 0.000
H 1.5894 -6.8542 -2.2023 0.0489 0.0662 0.1141 0.000
H 3.8087 -7.8042 -1.5702 -0.1180 0.3002 0.2047 0.000
H 5.3046 -6.5083 -0.0408 -0.2415 0.1633 -0.0713 0.000
H 4.7113 -4.1720 0.5903 0.0064 -0.1876 -0.1495 0.000
C -3.0557 1.5557 -0.9859 -0.6242 0.1681 -0.1054 0.000
C -2.0042 1.5004 0.0522 0.8602 -1.1634 -0.4385 0.016
C -1.9897 2.5612 1.0810 -0.3019 0.4108 0.2018 0.001
O -1.1445 0.5646 0.0351 -1.5574 1.7842 0.1898 0.098
H -3.7889 2.3151 -0.6867 0.0663 -0.3518 -0.3853 0.000
H -3.5587 0.5807 -1.1081 0.3079 0.3269 -0.0022 0.000
H -2.6371 1.8570 -1.9663 -0.0326 -0.2074 0.4117 0.000
H -1.9693 2.1487 2.0962 0.1247 -0.0019 -0.1843 0.000
H -1.1268 3.2341 0.9562 -0.0992 -0.2590 -0.0153 0.000
H -2.8974 3.1564 0.9528 0.3083 0.0660 0.3186 0.000
```
Positions in Å, forces in eV/Å.

Results
* net charge: +3
* HOMO energy (alpha / beta): -16.8 / -16.8 eV
* multiplicity: 8
* LUMO energy (alpha / beta): -0.3615 / -0.4311 hartree
* E: -5053.252270 hartree